{"formula": "C29H22N4O5PRe", "method": "wB97M-V/def2-TZVPD", "multiplicity": 2, "s_squared": 0.759, "max_force_ev_per_a": 1.1, "lumo_energy_ha": [-0.380, -0.392], "de_lowest_kcal_mol": 0.00, "charge": 3, "homo_lumo_gap_ev": [6.12, 5.79], "e_homo_ev": [-16.46, -16.46], "energy_ha": -2132.2703, "species": ["Re", "O", "C", "O", "C", "C", "C", "C", "C", "N", "C", "O", "O", "H", "H", "H", "H", "H", "C", "C", "C", "C", "C", "C", "P", "C", "C", "C", "C", "C", "C", "C", "C", "C", "C", "C", "C", "H", "H", "H", "H", "H", "H", "H", "H", "H", "H", "H", "H", "H", "H", "H", "N", "C", "O", "C", "C", "N", "C", "N", "H", "H"], "positions_angstrom": [[-0.07399, 1.13098, -0.21148], [-2.47508, 2.23508, -3.47254], [-1.61022, 2.08746, -2.52983], [-1.60960, 1.14124, -1.72498], [-0.56887, 3.14930, -2.41765], [-0.42834, 4.29282, -3.18822], [0.61120, 5.16002, -2.86832], [1.45991, 4.87492, -1.79980], [1.24487, 3.70878, -1.08207], [0.25504, 2.87935, -1.41330], [1.98280, 3.17846, 0.11295], [2.95858, 3.79686, 0.68461], [1.64214, 2.07404, 0.57091], [-3.15684, 1.53605, -3.48039], [-1.10925, 4.49652, -4.00421], [0.76048, 6.06292, -3.44594], [2.26006, 5.56145, -1.55295], [3.19591, 4.65909, 0.30718], [0.53072, -0.13402, -4.15263], [1.45142, 0.45817, -3.32297], [1.51509, 0.07833, -1.96852], [0.62482, -0.90199, -1.47967], [-0.32964, -1.48762, -2.35081], [-0.35390, -1.12052, -3.66764], [0.60927, -1.04394, 0.28929], [-1.48497, -2.55420, 1.59370], [-1.16600, -2.74197, 2.92997], [-1.75666, -3.79727, 3.60887], [-2.64748, -4.63595, 2.95301], [-2.95374, -4.43281, 1.61326], [-2.36758, -3.38552, 0.91984], [2.01615, -1.71350, 1.08248], [2.36979, -1.27013, 2.36315], [3.47079, -1.82616, 2.98322], [4.20825, -2.81549, 2.33683], [3.85502, -3.25593, 1.06627], [2.75584, -2.70873, 0.42918], [0.51206, 0.12251, -5.20447], [2.17335, 1.16114, -3.71796], [2.35929, 0.38613, -1.36004], [-1.00792, -2.24160, -1.97226], [-1.03869, -1.60476, -4.35161], [-0.47865, -2.07881, 3.44142], [-1.52470, -3.95797, 4.65256], [-3.10829, -5.45323, 3.49061], [-3.65164, -5.08711, 1.10961], [-2.60683, -3.20812, -0.12099], [1.79766, -0.49991, 2.86824], [3.75861, -1.49285, 3.97064], [5.06734, -3.24897, 2.83146], [4.43213, -4.02825, 0.57722], [2.47434, -3.06177, -0.55559], [-2.98471, 2.74241, 2.19615], [-2.17388, 1.93514, 1.57024], [-1.18408, 2.42646, 0.88614], [-2.29457, 0.49779, 1.63017], [-1.30922, -0.12001, 0.92757], [-0.91460, -1.43297, 0.88109], [-3.29505, -0.10078, 2.44846], [-4.10476, -0.50795, 3.15511], [-2.83924, 3.74211, 2.17761], [-3.74399, 2.37530, 2.75783]], "mulliken_spin": [0.907, 0.005, 0.017, 0.003, -0.014, 0.005, -0.001, 0.005, 0.006, -0.010, -0.006, 0.005, 0.005, -0.001, 0.000, 0.000, 0.000, 0.000, -0.003, 0.009, 0.040, -0.023, -0.008, -0.004, -0.035, 0.002, -0.001, 0.000, 0.000, 0.001, 0.001, -0.005, 0.009, 0.002, -0.002, 0.000, -0.002, 0.000, -0.001, -0.016, 0.000, 0.000, 0.000, 0.000, 0.000, 0.000, 0.000, 0.005, 0.000, 0.000, 0.000, 0.000, 0.045, 0.051, 0.028, -0.015, -0.002, -0.007, -0.007, 0.014, -0.001, -0.001]}